## P
A 2-piece molecular cluster, C4H9NOS overall, computed with ωB97M-V/def2-TZVPD.

## Properties
E_HOMO (eV): -8.5015
Kohn-Sham gap (eV): 9.18
Multiplicity: 1

Atoms and positions in Å:
C: -1.762 1.543 -0.179
C: -1.178 -1.233 0.679
C: -0.308 -1.361 -0.408
C: 2.764 0.447 0.011
H: -2.739 2.295 -0.083
H: -1.113 1.681 0.745
H: -1.147 1.499 -1.101
H: -1.991 -2.105 0.944
H: -0.775 -0.606 1.591
H: -0.740 -2.225 -1.152
H: 3.280 0.465 1.081
H: 2.318 1.365 -0.693
H: 3.521 -0.356 -0.949
N: 0.956 -0.959 -0.739
O: 1.406 -0.164 0.417
S: -2.493 -0.287 -0.164

Taken from the natural (NBO) analysis, the atomic charges in e are: atom 1 (C): -0.7130, atom 2 (C): -0.6169, atom 3 (C): 0.0183, atom 4 (C): -0.3015, atom 5 (H): 0.2462, atom 6 (H): 0.2261, atom 7 (H): 0.2318, atom 8 (H): 0.2766, atom 9 (H): 0.2627, atom 10 (H): 0.2067, atom 11 (H): 0.2287, atom 12 (H): 0.2193, atom 13 (H): 0.1911, atom 14 (N): -0.1503, atom 15 (O): -0.4897, atom 16 (S): 0.1638

---

## Q
The molecule C4H9NOS, computed with ωB97M-V/def2-TZVPD.

## Properties
E_HOMO (spin up / spin down) (eV): -8.6177 / -8.6170
Kohn-Sham gap (spin up / spin down) (eV): 9.26 / 9.26
Multiplicity: 1

Atoms and positions in Å:
C: -0.208 -0.505 -0.594
C: -0.428 -1.868 0.042
C: -1.331 0.431 -0.983
C: 0.798 1.610 1.176
N: 1.113 0.254 0.760
O: 2.348 -1.183 -1.028
S: 1.512 -0.017 -0.909
H: -0.601 -2.590 -0.685
H: -1.091 -1.711 0.887
H: 0.533 -2.280 0.329
H: -0.843 1.297 -1.328
H: -1.950 0.742 -0.197
H: -2.156 -0.144 -1.501
H: 0.248 2.309 0.490
H: 0.259 1.559 2.099
H: 1.795 2.095 1.444

Taken from the natural (NBO) analysis, the atomic charges in e are: atom 1 (C): -0.0110, atom 2 (C): -0.6860, atom 3 (C): -0.6977, atom 4 (C): -0.4639, atom 5 (N): -0.6286, atom 6 (O): -0.9415, atom 7 (S): 1.3853, atom 8 (H): 0.2345, atom 9 (H): 0.2286, atom 10 (H): 0.2620, atom 11 (H): 0.2307, atom 12 (H): 0.2305, atom 13 (H): 0.2575, atom 14 (H): 0.1829, atom 15 (H): 0.2067, atom 16 (H): 0.2100

---

Which of them is least stable? Easy: P.

---

## P
A 2-piece molecular cluster, C4H9NOS overall, computed with ωB97M-V/def2-TZVPD.

## Properties
E_HOMO (spin up / spin down) (eV): -8.5035 / -8.4988
Kohn-Sham gap (spin up / spin down) (eV): 7.75 / 7.87
Multiplicity: 1

Atoms and positions in Å:
C: -2.806 -0.761 -0.384
C: -2.064 -0.522 0.644
C: 2.208 -1.350 -0.149
C: 0.373 2.028 0.561
N: 1.539 -0.233 0.430
O: 0.027 0.565 -1.576
S: 0.213 0.315 -0.120
H: -3.901 -1.083 -0.325
H: -2.359 -0.647 -1.327
H: -2.317 -0.518 1.738
H: 2.198 -1.183 -1.300
H: 2.068 -2.416 0.078
H: 3.332 -1.074 -0.071
H: 1.192 2.467 0.058
H: -0.411 2.510 0.209
H: 0.706 1.902 1.535

Taken from the natural (NBO) analysis, the atomic charges in e are: atom 1 (C): -0.4812, atom 2 (C): -0.2420, atom 3 (C): -0.4609, atom 4 (C): -0.7480, atom 5 (N): -0.8681, atom 6 (O): -0.9374, atom 7 (S): 1.7602, atom 8 (H): 0.2231, atom 9 (H): 0.2342, atom 10 (H): 0.2078, atom 11 (H): 0.1901, atom 12 (H): 0.2087, atom 13 (H): 0.2111, atom 14 (H): 0.2379, atom 15 (H): 0.2227, atom 16 (H): 0.2418

---

## Q
The molecule C4H9NOS, computed with ωB97M-V/def2-TZVPD.

## Properties
E_HOMO (eV): -8.0422
Kohn-Sham gap (eV): 8.81
Multiplicity: 1

Atoms and positions in Å:
C: 0.822 0.377 0.054
C: 1.399 0.622 1.488
C: 0.485 1.558 0.783
C: -1.700 -0.074 -1.023
N: 0.230 -1.934 -1.085
O: -0.901 -1.505 1.198
S: -0.388 -0.781 0.014
H: 1.046 0.109 2.346
H: 2.432 0.983 1.632
H: 0.661 2.419 0.200
H: -0.564 1.613 1.282
H: -2.293 -0.898 -1.560
H: -2.539 0.433 -0.472
H: -1.185 0.663 -1.626
H: 0.825 -2.481 -0.485
H: 0.925 -1.519 -1.691

Taken from the natural (NBO) analysis, the atomic charges in e are: atom 1 (C): -0.6828, atom 2 (C): -0.4109, atom 3 (C): -0.4492, atom 4 (C): -0.8598, atom 5 (N): -1.0130, atom 6 (O): -0.9151, atom 7 (S): 1.9244, atom 8 (H): 0.2215, atom 9 (H): 0.2147, atom 10 (H): 0.2195, atom 11 (H): 0.1783, atom 12 (H): 0.2682, atom 13 (H): 0.2597, atom 14 (H): 0.2581, atom 15 (H): 0.3845, atom 16 (H): 0.4018

---

## R
The molecule C4H9NOS, computed with ωB97M-V/def2-TZVPD.

## Properties
E_HOMO (eV): -8.1267
Kohn-Sham gap (eV): 8.83
Multiplicity: 1

Atoms and positions in Å:
C: -0.160 1.185 -0.019
C: 1.240 0.854 -0.614
C: -0.947 -0.152 0.287
C: -0.959 -1.107 -0.602
N: -1.523 -0.287 1.533
O: 3.236 -1.046 -0.278
S: 2.363 -0.028 0.642
H: 0.040 1.877 0.844
H: -0.643 1.702 -0.866
H: 1.235 0.029 -1.347
H: 1.701 1.673 -1.023
H: -1.236 0.260 2.332
H: 2.980 -2.016 -0.269
H: -0.546 -0.754 -1.574
H: -1.446 -2.009 -0.349
H: -2.095 -1.147 1.645

Taken from the natural (NBO) analysis, the atomic charges in e are: atom 1 (C): -0.4647, atom 2 (C): -0.5016, atom 3 (C): 0.2223, atom 4 (C): -0.5673, atom 5 (N): -0.8337, atom 6 (O): -0.8733, atom 7 (S): 0.4569, atom 8 (H): 0.2175, atom 9 (H): 0.2335, atom 10 (H): 0.2258, atom 11 (H): 0.2028, atom 12 (H): 0.3951, atom 13 (H): 0.4916, atom 14 (H): 0.2046, atom 15 (H): 0.2019, atom 16 (H): 0.3884

---

Which of them is least stable? Easy: P.

---

## P
The molecule C4H9NOS, computed with ωB97M-V/def2-TZVPD.

## Properties
E_HOMO (eV): -9.0959
Kohn-Sham gap (eV): 9.86
Multiplicity: 1

Atoms and positions in Å:
O: -0.712 0.446 1.791
C: -0.540 -0.736 1.601
N: -0.434 -1.292 0.329
C: -0.461 -0.396 -0.817
C: 0.931 0.075 -1.262
S: 0.869 1.692 -2.086
C: -0.558 -1.751 2.732
H: 0.238 -2.044 0.298
H: -1.018 0.486 -0.500
H: -0.982 -0.897 -1.633
H: 1.599 0.125 -0.407
H: 1.380 -0.602 -1.983
H: 0.786 2.379 -0.938
H: 0.046 -2.626 2.468
H: -1.590 -2.076 2.824
H: -0.186 -1.263 3.627

Taken from the natural (NBO) analysis, the atomic charges in e are: atom 1 (O): -0.6076, atom 2 (C): 0.6842, atom 3 (N): -0.6334, atom 4 (C): -0.2478, atom 5 (C): -0.5288, atom 6 (S): -0.0380, atom 7 (C): -0.7035, atom 8 (H): 0.3816, atom 9 (H): 0.2376, atom 10 (H): 0.2016, atom 11 (H): 0.2201, atom 12 (H): 0.2163, atom 13 (H): 0.1292, atom 14 (H): 0.2089, atom 15 (H): 0.2417, atom 16 (H): 0.2378

---

## Q
The molecule C4H9NOS, computed with ωB97M-V/def2-TZVPD.

## Properties
E_HOMO (eV): -8.4360
Kohn-Sham gap (eV): 9.04
Multiplicity: 1

Atoms and positions in Å:
C: 1.185 1.765 0.643
C: -1.157 1.294 -0.608
C: 0.237 -2.071 -0.129
C: -0.151 1.550 0.511
N: 0.776 -0.826 0.407
O: 1.997 1.224 -0.321
S: 2.170 -0.427 -0.256
H: 1.604 2.262 1.466
H: -1.679 2.270 -0.678
H: -0.630 0.944 -1.542
H: -1.847 0.534 -0.342
H: 0.759 -3.042 0.314
H: -0.818 -2.226 0.204
H: 0.361 -2.128 -1.156
H: -0.778 1.839 1.429
H: 3.012 -0.393 0.912

Taken from the natural (NBO) analysis, the atomic charges in e are: atom 1 (C): 0.0295, atom 2 (C): -0.6459, atom 3 (C): -0.4250, atom 4 (C): -0.1263, atom 5 (N): -0.8668, atom 6 (O): -0.6931, atom 7 (S): 1.1316, atom 8 (H): 0.1902, atom 9 (H): 0.2256, atom 10 (H): 0.2135, atom 11 (H): 0.2214, atom 12 (H): 0.1622, atom 13 (H): 0.2031, atom 14 (H): 0.1702, atom 15 (H): 0.1901, atom 16 (H): 0.0194

---

Which of them is least stable? Easy: Q.